Record 1
{"formula": "C3H8N3O", "method": "ωB97M-V/def2-TZVPD", "s2": 2.009, "energy_ha": -358.1969, "e_lumo_ev": [-3.34, -6.58], "charge": 1, "spin_multiplicity": 3, "de_lowest_kj_mol": 88.8, "fmax_ev_per_a": 5.8, "symbols": ["C", "C", "C", "N", "N", "N", "O", "H", "H", "H", "H", "H", "H", "H", "H"], "xyz": [[0.947361, -0.264744, -0.014701], [2.676497, 0.526729, -0.909792], [1.327179, 1.070098, -0.653372], [2.098944, -0.765983, -0.306284], [0.558712, 2.033576, -0.746914], [-2.631751, -0.767739, 0.861666], [-0.090645, -0.776519, 0.289562], [2.868486, 0.337260, -1.935738], [3.442463, 0.871450, -0.290446], [2.593245, -1.666962, -0.217131], [0.820792, 2.819248, -1.302475], [-1.615556, -0.585364, 0.979138], [-2.658005, -1.739779, 0.419155], [-2.861619, -0.137023, 0.103461], [-3.149685, -0.603789, 1.701387]], "forces_ev_per_a": [[-0.4, 2.3, -2.2], [-1.4, -2.7, 0.9], [-1.2, -3.3, 2.2], [5.5, -1.4, -1.0], [0.2, 3.1, -0.7], [1.0, -1.5, -1.9], [-2.8, -1.0, 1.7], [0.6, 0.3, -1.0], [1.5, 0.9, 0.5], [-0.9, 0.8, 0.2], [-1.1, 1.2, -0.5], [0.7, -0.1, 0.1], [-0.3, 1.4, 1.3], [-0.6, 0.4, 0.0], [-0.7, -0.2, 0.4]]}

=====

Record 2
{"formula": "C3H8N3O", "method": "ωB97M-V/def2-TZVPD", "s2": 2.007, "energy_ha": -358.0535, "e_lumo_ev": [-4.62, -6.13], "charge": 1, "spin_multiplicity": 3, "de_lowest_kj_mol": 465.2, "fmax_ev_per_a": 9.5, "symbols": ["C", "C", "C", "N", "N", "N", "O", "H", "H", "H", "H", "H", "H", "H", "H"], "xyz": [[1.396765, -0.778946, -0.811675], [1.347789, -0.790100, 0.688786], [1.089207, 0.389450, -0.078489], [-2.683608, -0.331858, 0.179677], [-1.623095, 0.188060, -0.194195], [1.082971, 1.613430, 0.171981], [-3.826627, -0.077725, -0.102998], [2.285436, -0.694718, -1.262161], [0.556507, -1.418637, -1.203667], [0.606827, -1.270407, 1.129258], [2.370883, -0.970955, 1.108709], [-1.959441, 0.967716, -0.879340], [0.793890, 2.228468, -0.584462], [1.175680, 2.063711, 1.063813], [-2.613188, -1.117491, 0.774759]], "forces_ev_per_a": [[-5.2, -1.9, -0.3], [5.7, 1.0, -0.7], [0.1, -0.7, 2.6], [-0.7, -6.7, 5.6], [5.5, 6.1, -4.8], [-0.8, 2.2, -2.0], [-6.4, 3.0, -2.9], [3.2, -0.2, -2.0], [1.2, 1.1, -0.4], [-3.4, -2.1, 1.8], [-1.2, 0.7, 0.2], [0.9, -1.3, 1.2], [0.5, 0.3, 0.0], [-0.1, -0.4, 0.7], [0.6, -1.1, 0.9]]}

=====

Record 3
{"formula": "C3H8N3OS", "method": "ωB97M-V/def2-TZVPD", "smiles": "CO[C@@]1([NH3+])N=NCS1", "energy_ha": -756.4482, "e_lumo_ev": -4.09, "charge": 1, "spin_multiplicity": 1, "de_lowest_kj_mol": 252.5, "fmax_ev_per_a": 3.2, "symbols": ["C", "O", "C", "N", "N", "N", "C", "S", "H", "H", "H", "H", "H", "H", "H", "H"], "xyz": [[0.642023, 2.013019, -0.560135], [0.885502, 0.950052, 0.381487], [0.117797, -0.157368, 0.451525], [0.413674, -0.609209, 1.871627], [-1.356641, 0.015008, 0.393996], [-1.965243, -0.577632, -0.463647], [-1.364805, -1.561084, -1.233733], [0.451181, -1.527205, -0.912838], [1.202051, 2.769015, -0.084241], [-0.376268, 2.059130, -1.018207], [1.319616, 1.909232, -1.402958], [1.287731, -0.034011, 2.029681], [0.752857, -1.553699, 2.079689], [-0.400088, -0.568143, 2.511524], [-1.665803, -2.587756, -1.004878], [-1.596907, -1.402381, -2.318622]], "forces_ev_per_a": [[0.6, -1.1, -1.7], [-0.9, -0.5, 0.3], [-0.1, -2.5, -2.0], [1.6, -0.4, 0.5], [0.6, 1.5, 0.5], [-2.1, 0.0, 0.9], [2.1, -1.1, -2.2], [-0.1, 1.3, 1.3], [-0.9, 1.9, 0.8], [0.7, 0.5, 1.3], [0.0, -0.9, -0.5], [-1.5, 0.0, 1.0], [-0.1, -0.4, -1.2], [0.5, 1.2, -0.2], [-0.6, 0.4, 0.3], [0.2, 0.0, 0.9]]}